The following is a quantum chemistry calculation of a molecular structure, C17H26N2O3V at a distorted geometry, from OMol25.

```
49
Properties=species:S:1:pos:R:3
H -5.223 2.630 0.331
C -0.672 -1.605 -2.442
H 1.100 -0.848 -2.927
H 1.205 1.736 0.471
C 0.399 -1.584 -0.325
H 4.507 1.081 2.264
H 2.406 0.434 -1.919
C -3.541 -0.039 1.546
H -2.633 -2.378 -0.742
C -2.819 -2.147 0.304
V 6.331 3.557 -1.976
C 2.017 0.298 -0.908
H 0.663 -3.115 -1.910
C -4.618 0.965 -0.843
C -0.119 -2.556 -1.390
H -1.296 -3.392 1.185
O -1.651 -1.720 -3.123
H 3.544 -0.167 1.458
H 1.782 1.674 2.528
O 7.701 4.365 -2.264
N 0.259 -0.491 -2.478
H 2.648 -0.413 -0.381
C -0.458 -1.366 0.968
C 3.359 1.855 0.653
H 3.276 2.844 1.122
H 0.233 -1.482 1.809
C -3.450 -0.781 0.366
N 2.497 1.025 2.838
C 2.081 1.661 -0.171
H -0.841 -3.311 -1.091
O 4.929 2.972 -2.564
H 2.077 2.439 -0.936
C -4.715 1.675 0.348
H -5.038 1.335 -1.766
H 4.245 1.884 0.010
H -3.905 -0.846 -1.724
H -1.953 -2.182 2.245
H -3.130 -0.436 2.464
H -4.246 1.745 2.449
C -4.168 1.188 1.526
C -1.603 -2.347 1.223
H 1.305 -2.063 0.045
C -3.991 -0.261 -0.817
H -0.821 -0.340 1.038
C 0.565 -0.196 -1.051
H -0.190 0.549 -0.810
H 2.002 0.145 2.920
C 3.537 0.866 1.808
H -3.587 -2.858 0.637
```

Output
LUMO	-9.352	eV
charge	+1
2S+1	1
largest force on an atom	3.503	eV/Å